C59H100F6HfN5O19S2 | ωB97M-V/def2-TZVPD

Positions of all 192 atoms, in Å:
Hf: 1.9039 22.8597 12.2751
C: 0.0394 26.2760 11.4940
C: -1.0508 25.9534 12.5126
C: -2.3745 26.1465 11.7770
C: -3.5427 25.7128 12.6472
C: -3.3960 24.2861 13.1447
C: -2.0633 24.0375 13.8895
N: -1.0335 24.5741 12.9906
O: 0.2357 24.0724 13.1810
C: -2.0249 22.5259 14.0047
C: -2.0927 24.6956 15.2814
C: -0.9400 27.0594 13.5950
H: -0.2236 27.1590 10.9140
H: 0.1883 25.4788 10.7529
H: 1.0206 26.4457 11.9396
H: -2.4149 25.5785 10.8405
H: -2.6039 27.1662 11.4546
H: -4.4366 25.7376 12.0067
H: -3.8666 26.4689 13.3698
H: -3.5348 23.6622 12.2599
H: -4.2574 24.1088 13.7962
H: -1.9955 22.0124 13.0407
H: -2.8651 22.1767 14.6040
H: -1.1349 22.1637 14.5253
H: -2.2521 23.9603 16.0739
H: -2.8887 25.4350 15.3647
H: -1.1300 25.1530 15.4913
H: -0.3022 26.6611 14.3840
H: -1.8977 27.2137 14.0921
H: -0.5606 27.9942 13.1941
C: 5.4374 23.2599 14.5012
C: 4.6168 22.8249 15.7169
C: 4.9905 23.8222 16.8163
C: 4.1752 23.6806 18.0908
C: 2.6865 23.7423 17.7530
C: 2.2620 22.7981 16.6169
N: 3.1776 22.9809 15.4817
O: 2.7479 22.3803 14.3339
C: 0.8909 23.3311 16.1854
C: 2.1004 21.3812 17.1779
C: 5.0940 21.4094 16.0979
H: 5.0629 24.1925 14.0827
H: 5.3964 22.4953 13.7242
H: 6.4968 23.3845 14.7262
H: 4.9322 24.8680 16.4975
H: 6.0650 23.7579 17.0307
H: 4.4645 24.5718 18.6536
H: 4.4191 22.8272 18.7275
H: 2.3418 24.7614 17.5751
H: 2.1551 23.3952 18.6452
H: 0.4639 22.6293 15.4627
H: 1.0015 24.2727 15.6595
H: 0.2209 23.3114 17.0413
H: 1.1838 21.2929 17.7629
H: 2.9892 21.1743 17.7664
H: 1.9834 20.6309 16.3931
H: 4.4081 20.6818 15.6607
H: 4.9473 21.3581 17.1803
H: 6.1189 21.1421 15.8588
C: 4.8020 21.8827 9.1415
F: 4.0701 20.9032 8.6299
F: 6.0494 21.8379 8.7916
F: 4.2011 23.0146 8.7894
S: 4.7145 21.7723 11.0495
O: 5.8541 21.1348 11.5769
O: 4.3902 23.1375 11.4717
N: 3.1469 21.1476 11.4992
S: 3.2541 19.4994 11.4858
O: 1.9618 18.9281 11.2494
O: 4.3238 18.9957 10.6940
C: 3.5848 18.9795 13.2660
F: 3.7534 17.6757 13.3154
F: 4.6847 19.5609 13.7239
F: 2.5506 19.3500 14.0066
C: 8.6239 17.8199 15.4438
C: 7.2431 17.9048 15.5585
C: 6.5144 16.8004 15.9675
C: 7.1865 15.6433 16.3120
C: 8.5718 15.6176 16.2657
C: 9.3334 16.6983 15.8686
N: 6.4538 14.3767 16.5105
O: 5.2533 14.4137 16.3416
O: 7.0963 13.4240 16.9150
H: 9.1610 18.7007 15.1087
H: 6.7831 18.8437 15.2792
H: 5.4310 16.7839 15.9710
H: 9.0436 14.6950 16.5861
H: 10.4104 16.6582 15.8280
C: 9.1555 25.5028 19.6304
C: 7.9630 26.2130 19.7036
C: 7.2391 26.4635 18.5531
C: 7.7472 26.1067 17.3162
C: 8.8835 25.3189 17.2460
C: 9.6031 25.0377 18.3984
N: 7.0253 26.5203 16.1307
O: 5.9918 27.1694 16.2504
O: 7.4162 26.1516 15.0320
H: 9.7025 25.2604 20.5320
H: 7.5757 26.6389 20.6196
H: 6.3261 27.0400 18.6289
H: 9.2827 25.1055 16.2614
H: 10.4678 24.3908 18.3563
C: 5.1652 18.2855 18.9864
C: 5.6632 18.8916 20.2783
O: 5.7319 20.0892 20.4750
C: 5.6918 17.9606 21.4741
H: 4.7994 19.0150 18.2626
H: 4.2888 17.6694 19.1990
H: 5.9101 17.6226 18.5414
H: 5.5314 18.4511 22.4286
H: 6.6711 17.4716 21.4550
H: 4.8989 17.2253 21.3342
C: 2.4096 21.4860 22.2723
C: 1.8684 20.2859 21.5212
O: 0.8452 19.7555 21.8229
C: 2.5852 19.9498 20.2465
H: 1.9305 21.5369 23.2476
H: 2.2002 22.3853 21.6951
H: 3.4768 21.2769 22.3832
H: 3.0838 18.9872 20.3802
H: 3.2803 20.6549 19.8008
H: 1.8945 19.7183 19.4329
C: -0.3008 19.6382 14.7394
C: -0.1293 20.1475 13.3469
O: 0.6244 21.0762 13.1169
C: -0.8133 19.4159 12.2397
H: -1.3092 19.2228 14.7840
H: -0.1148 20.4360 15.4525
H: 0.3702 18.7977 14.9233
H: -0.3231 19.7085 11.3127
H: -1.8811 19.6157 12.1642
H: -0.6243 18.3470 12.3536
C: 2.7703 24.7910 23.1859
C: 3.3796 25.3429 21.9304
O: 3.0520 24.9572 20.8230
C: 4.3469 26.4835 22.1438
H: 2.3034 25.5659 23.8005
H: 3.5361 24.3105 23.8024
H: 1.9655 24.0706 23.0595
H: 4.8442 26.6626 21.1880
H: 5.1204 26.2055 22.8631
H: 3.8482 27.3962 22.4647
C: -3.0502 25.2535 19.1830
C: -1.7363 25.7888 19.7136
O: -1.6853 26.9012 20.1745
C: -0.5068 24.9834 19.3942
H: -3.0915 24.1649 19.1525
H: -3.0927 25.5656 18.1313
H: -3.9205 25.7136 19.6415
H: -0.2819 24.8895 18.3368
H: -0.5026 24.0194 19.9148
H: 0.3320 25.4611 19.9108
C: 1.6844 17.8161 17.0960
C: 2.3118 16.4590 16.8661
O: 3.0486 15.9508 17.6804
C: 2.0230 15.8061 15.5295
H: 2.2794 18.5726 16.5817
H: 1.6849 18.0274 18.1628
H: 0.6631 17.8116 16.7124
H: 1.9901 16.5468 14.7295
H: 1.0502 15.3140 15.5939
H: 2.8166 15.0801 15.3638
C: 9.0472 19.5980 18.5656
C: 9.0441 21.1028 18.7153
O: 9.8925 21.6802 19.3378
C: 7.8268 21.8519 18.2392
H: 9.7609 19.3600 17.7731
H: 8.0661 19.2582 18.2337
H: 9.3135 19.0765 19.4807
H: 6.9860 21.2017 18.0361
H: 8.1377 22.4070 17.3432
H: 7.5867 22.6652 18.9240
C: 2.6732 26.3866 14.7865
C: 3.2032 25.9901 13.4519
O: 2.7351 25.0265 12.8655
C: 4.3997 26.6841 12.9130
H: 1.5958 26.2368 14.7810
H: 2.8543 27.4418 14.9889
H: 3.1372 25.7598 15.5437
H: 4.1263 27.6148 12.4023
H: 4.8886 26.0252 12.1994
H: 5.0448 27.0248 13.7179
C: 6.7871 23.4164 21.6843
C: 6.5106 23.0930 23.1299
O: 6.4819 23.9810 23.9442
C: 6.1689 21.6734 23.4925
H: 7.1079 24.4496 21.5857
H: 5.8837 23.2937 21.0792
H: 7.5776 22.7732 21.2891
H: 6.0293 21.1236 22.5582
H: 5.2964 21.6029 24.1363
H: 6.9954 21.1306 23.9580

Cartesian forces (eV/Å) of the 2 atoms listed first:
0.102 1.957 8.307
0.778 -0.813 -0.296

HOMO-LUMO gap: 5.59 eV
Calculated total energy: -5454.52792 Eh
2S+1: 1
Highest occupied orbital energy: -9.94 eV
Total charge: +1